(1)
Here is a structure of composition C27H28BrClCuN8O4Se from OMol25. Energies are from wB97M-V/def2-TZVPD.

Geometry as ORCA input:
```
! wB97M-V def2-TZVPD RIJCOSX def2/J DEFGRID3
* xyz 0 2
C -3.14 2.23 -1.32
C -0.04 -1.13 2.34
C 5.19 0.94 1.91
C 0.23 1.24 -3.13
C -1.30 -0.39 -2.02
H 4.87 -2.90 1.13
Se 2.61 0.02 -1.04
C 3.88 0.13 0.28
C -0.38 -0.01 -3.15
H 1.25 -4.04 1.11
O 1.28 3.73 -3.40
C -0.33 -1.59 3.63
C -3.38 3.44 -3.51
H -3.56 5.53 -1.71
H -2.37 3.56 -3.92
C 3.56 2.52 0.81
H 5.42 -2.37 -0.48
C 1.12 1.55 -4.14
Cl 0.76 -5.43 3.55
C 0.50 -3.77 3.10
H -3.36 5.38 0.77
C -3.30 -3.57 3.17
C 0.54 -2.04 1.44
H 0.28 0.65 1.16
H -3.99 4.27 -3.87
H 1.02 -1.25 -5.98
H 2.48 2.40 0.87
C -3.60 -1.45 2.59
C 4.67 -2.23 0.30
N -3.43 -0.63 1.78
H -3.16 -5.49 3.88
H -0.77 -0.91 4.35
C 0.81 -3.34 1.81
Cu -2.04 0.13 0.68
H 3.69 -2.43 -0.13
H 2.15 0.97 -5.91
O -0.92 0.07 -0.89
C 1.43 0.68 -5.16
H -0.66 0.91 2.71
H -0.28 -3.24 5.02
O 2.78 3.03 -4.76
H -2.20 -4.70 1.88
N -3.38 -4.53 4.10
N 4.20 1.23 1.00
C -3.30 4.50 0.14
C 5.49 -0.36 1.77
H 0.05 1.93 -2.32
N 1.77 2.88 -4.10
H -0.61 -1.85 -4.20
C -0.06 -2.89 4.02
N -2.75 -3.87 1.98
O -2.31 -1.06 -2.24
H -2.52 -3.11 1.35
H -3.79 2.51 -3.90
N -3.78 -2.38 3.49
N 4.68 -0.86 0.77
C -3.32 3.42 -2.00
C -3.41 4.57 -1.24
H 0.78 -1.69 0.44
C 0.80 -0.55 -5.18
C -0.37 0.22 1.92
H 3.81 2.93 -0.17
H 3.91 3.19 1.59
Br -2.87 3.12 2.58
N -2.99 2.14 0.01
C -3.07 3.26 0.70
H 6.20 -0.98 2.29
H -3.09 1.29 -1.86
C -0.11 -0.89 -4.19
H -3.89 -4.32 4.94
H 5.59 1.68 2.58
*
```

Properties
E_HOMO (spin up / spin down): -7.101 / -7.098 eV
⟨S²⟩: 0.77
lowest unoccupied orbital energy (spin up / spin down): 0.270 / -0.480 eV
E_tot: -8860.77433 Eh

Mulliken atomic charge list, values in e, 8 entries: -0.275, 0.990, -0.446, 0.041, -0.068, 0.341, -0.231, -0.318

=====

(2)
Here is a structure of composition C27H28BrN3O6W from OMol25. Energies are from wB97M-V/def2-TZVPD.

Geometry as ORCA input:
```
! wB97M-V def2-TZVPD RIJCOSX def2/J DEFGRID3
* xyz 2 3
H 3.47 1.53 -0.36
H -2.73 -4.54 -3.60
H -3.87 -3.21 -3.84
O -0.72 0.91 3.29
H -0.24 2.67 -1.24
H 3.67 5.55 -4.61
C 2.30 -0.51 2.66
H -3.08 0.47 0.99
N -0.67 0.61 -1.08
C 1.92 -2.70 3.77
C 0.13 -3.24 1.74
O 3.18 -0.02 3.47
C -2.66 -3.00 -2.06
C -2.86 -3.46 -3.51
H -0.11 3.30 4.13
C 1.42 1.25 -0.73
C -3.69 -3.64 -1.13
H -2.07 -4.84 0.10
C 2.33 3.98 -4.04
H 1.23 2.30 -3.29
H -0.57 1.14 4.21
H -1.02 -4.39 -1.70
H 1.36 -4.63 4.59
H -2.16 -2.97 -4.18
C 2.06 2.98 -3.12
W 0.56 -0.36 0.34
H -1.85 5.40 0.83
C 2.90 2.79 -2.02
C -0.62 3.29 3.17
N -2.03 0.87 -0.76
C 2.62 1.82 -0.98
C 3.45 4.78 -3.88
C 4.32 4.58 -2.81
H 4.72 3.42 -1.06
N 0.80 -2.03 1.73
C 0.14 1.66 -1.14
C 4.05 3.58 -1.89
C -0.73 -3.59 0.68
C -0.92 4.49 2.54
H -2.49 3.24 -0.18
C -1.95 3.26 0.76
H 2.63 -2.48 4.54
H -3.62 -4.74 -1.17
Br 1.91 -1.76 -1.20
C 1.21 -3.91 3.80
O -0.86 -2.80 -0.35
C -1.63 2.04 1.37
H -3.60 -3.29 -0.10
H -4.70 -3.40 -1.46
H -2.58 0.12 -1.17
C 0.31 -4.16 2.79
H 1.68 4.11 -4.90
C -2.08 0.76 0.70
H -0.52 -2.83 -2.35
H -0.63 5.42 2.99
C 1.68 -1.81 2.75
C -1.59 4.47 1.32
O -1.18 -0.33 1.03
O -1.34 -4.75 0.74
O 1.95 0.25 1.71
C -0.99 2.08 2.61
H 3.45 -0.63 4.17
H 5.20 5.19 -2.70
H -2.77 -1.91 -2.02
C -1.23 -3.32 -1.68
H -0.26 -5.08 2.77
*
```

Properties
E_HOMO (spin up / spin down): -12.831 / -13.635 eV
ΔE to the lowest compared entry with this formula, charge and spin: 34.8 kcal/mol
⟨S²⟩: 2.04
lowest unoccupied orbital energy (spin up / spin down): -7.452 / -7.347 eV
E_tot: -4301.93523 Eh

natural (NBO) atomic charge list, values in e, 8 entries: 0.226, 0.219, 0.240, -0.706, 0.250, 0.237, 0.829, 0.224